# C27H35FeN4O7P

A structure of composition C27H35FeN4O7P at a distorted geometry (wB97M-V/def2-TZVPD, the Open Molecules 2025 dataset).

Each line ends with the Mulliken charge.
Atoms and positions in Å:
O: 1.07144 -3.95342 -5.51332  -0.52
H: 1.42405 -3.81908 -6.41188  0.29
Fe: 1.02480 -0.83062 -1.31658  -1.32
N: 1.55887 -1.54639 0.48499  1.28
N: 0.16210 -2.56336 -1.38958  1.34
N: 1.77242 1.02431 -1.09685  0.60
N: 0.63722 -0.05406 -3.05900  0.75
O: 2.29615 -0.92404 1.30843  -0.92
O: 2.33866 1.56946 0.07210  -0.66
O: -0.02261 -0.68336 -4.12839  -0.58
O: -0.66722 -2.83000 -2.31620  -0.81
C: 0.18104 -3.25875 -0.25883  -0.43
C: 0.93162 -2.65511 0.80488  0.89
C: 1.45080 1.87634 -2.06159  0.64
C: 0.77040 1.26712 -3.16097  0.41
C: 1.07821 -3.20683 2.18754  -1.36
H: 0.73963 -2.47261 2.92876  0.10
H: 2.13752 -3.42250 2.39399  0.29
H: 0.51530 -4.13163 2.35934  0.37
C: -0.60829 -4.52628 -0.16794  -1.49
H: -0.29823 -5.21101 -0.97475  0.36
H: -1.68604 -4.33296 -0.30438  0.25
H: -0.48770 -5.06239 0.77961  0.38
C: 1.76413 3.32518 -2.00813  -1.79
C: 0.28196 2.06396 -4.32365  -1.68
H: 2.59708 3.57782 -1.33537  0.38
H: 0.88493 3.91079 -1.69601  0.18
H: 2.03745 3.66906 -3.01388  0.51
H: -0.54150 1.59511 -4.88361  0.42
H: 1.10423 2.25261 -5.03446  0.33
H: -0.07157 3.04795 -3.98422  0.38
H: 2.46042 0.79997 0.70716  0.33
H: 0.05419 -1.66022 -3.98292  0.37
C: 2.12354 -3.43810 -4.64874  -0.29
H: 1.93701 -3.78936 -3.60627  0.01
H: 2.17276 -2.31884 -4.71114  0.18
H: 3.09524 -3.85652 -4.98776  0.38
O: 3.46839 -1.18154 -1.49327  -0.69
H: 3.10998 -0.25454 -1.55178  0.50
H: 3.06934 -1.53381 -0.66566  0.49
O: -0.64061 -0.05392 -0.44535  -0.60
P: -0.97701 0.65337 0.85433  2.19
C: -2.24373 -0.33818 1.64577  -0.18
C: -2.86486 0.13811 2.82213  0.07
C: -3.79656 -0.63082 3.53244  -0.92
C: -4.13305 -1.91587 3.09461  -0.44
C: -3.53126 -2.41381 1.93031  -0.80
C: -2.60512 -1.63432 1.21267  -0.20
C: 0.27191 0.91614 2.18618  0.54
C: 1.05201 2.08832 2.29390  -0.34
C: 1.90786 2.33566 3.37889  -0.67
C: 1.99351 1.42261 4.43447  -0.65
C: 1.17970 0.28330 4.39905  -0.77
C: 0.32930 0.05019 3.30412  -0.49
C: -1.51852 2.32418 0.52419  0.53
C: -1.66268 2.88276 -0.76771  -0.63
C: -2.00930 4.23520 -0.94518  -0.65
C: -2.22600 5.06990 0.16003  -0.49
C: -2.09317 4.53631 1.44421  -0.85
C: -1.75009 3.18993 1.61557  -0.46
H: -2.61150 1.12144 3.21588  0.19
H: -4.25295 -0.22870 4.44411  0.40
H: -4.84625 -2.51989 3.65793  0.39
H: -3.78281 -3.42531 1.58452  0.41
H: -2.15017 -2.05360 0.30639  0.44
H: 0.98185 2.86136 1.53238  0.42
H: 2.51717 3.24689 3.40761  0.41
H: 2.67291 1.59421 5.27386  0.39
H: 1.20910 -0.43170 5.23306  0.39
H: -0.34184 -0.81257 3.35302  0.68
H: -1.49068 2.25975 -1.65333  0.42
H: -2.10936 4.65274 -1.95584  0.41
H: -2.48357 6.12185 0.02761  0.40
H: -2.24167 5.17655 2.32141  0.39
H: -1.62030 2.83562 2.63712  0.16

The calculation puts the largest force on an atom at 1.821 eV/Å. As for the energy above the lowest of the compared OMol25 structures with the same formula, charge and spin: 0.000 eV. As for the spin multiplicity: 5. Its orbital gap (spin up / spin down) is 5.48 / 6.59 eV. Its net charge is 0.

***

# C27H35GaN4O7P

A structure of composition C27H35GaN4O7P at a distorted geometry (wB97M-V/def2-TZVPD, the Open Molecules 2025 dataset).

Each line ends with the Mulliken charge.
Atoms and positions in Å:
O: 3.07618 -2.60072 -3.52193  -0.61
H: 3.62069 -3.00964 -4.24572  0.35
Ga: 0.43245 -1.05083 -1.31031  -0.94
N: 1.11104 0.32763 -2.43772  1.60
N: 2.28372 -0.92456 -0.50341  0.59
N: -1.33976 -1.41306 -1.75054  1.16
N: 0.08231 -2.64969 -0.07583  0.14
O: 0.24290 0.91790 -3.17208  -0.95
O: -1.91013 -0.46317 -2.52024  -0.58
O: 0.73626 -2.89990 1.07194  -0.56
O: 2.69019 -1.40203 0.65579  -0.85
C: 2.97103 0.14349 -1.02401  0.08
C: 2.33475 0.79177 -2.11845  0.59
C: -1.96944 -2.39022 -1.13697  0.75
C: -1.18023 -3.08957 -0.15855  0.31
C: 2.82148 1.95890 -2.87095  -1.66
H: 3.11284 1.64445 -3.88074  0.30
H: 3.68559 2.40683 -2.37200  0.41
H: 2.01100 2.69260 -2.94595  0.33
C: 4.15906 0.60377 -0.26879  -1.46
H: 4.81256 -0.22919 -0.02107  0.36
H: 3.88760 1.07676 0.67676  -0.06
H: 4.72344 1.32096 -0.84514  0.56
C: -3.42417 -2.53148 -1.28362  -1.72
C: -1.72489 -3.98504 0.87731  -1.59
H: -3.70856 -2.27096 -2.31100  0.44
H: -3.94293 -1.85450 -0.58744  0.14
H: -3.80462 -3.53668 -1.08342  0.43
H: -0.94905 -4.48984 1.46201  0.38
H: -2.36748 -4.73111 0.41311  0.54
H: -2.33973 -3.41153 1.58506  0.06
H: -1.17441 0.13947 -2.79865  0.61
H: 1.62802 -2.25613 0.98364  0.49
C: 3.26342 -3.99256 -2.20841  -0.28
H: 4.30049 -3.65196 -2.44285  0.27
H: 2.39795 -4.09181 -2.76558  0.38
H: 2.89015 -3.89921 -1.10834  0.16
O: 0.76357 -2.21237 -3.07098  -0.63
H: 1.88585 -2.66053 -3.45184  0.43
H: 0.27187 -1.73982 -3.72942  0.28
O: -0.23590 0.35084 -0.24369  0.67
P: -0.77602 1.16282 0.92147  1.49
C: 0.40423 1.08992 2.26399  0.66
C: 1.67337 1.63699 2.03148  -0.65
C: 2.67928 1.50033 2.98871  -0.67
C: 2.40493 0.85160 4.20093  -0.74
C: 1.12133 0.36071 4.45812  -0.79
C: 0.11021 0.50296 3.50576  -0.52
C: -0.90167 2.86274 0.42266  0.16
C: -1.19824 3.82985 1.40765  -0.54
C: -1.23046 5.18419 1.06350  -0.69
C: -0.96577 5.58601 -0.24847  -0.52
C: -0.68222 4.62641 -1.22406  -0.68
C: -0.65625 3.26854 -0.89633  -0.37
C: -2.37423 0.49478 1.33307  0.69
C: -2.46767 -0.74346 1.98604  -0.39
C: -3.72552 -1.28949 2.26365  -1.25
C: -4.87763 -0.61734 1.84826  -0.79
C: -4.78687 0.58545 1.14806  -0.77
C: -3.53628 1.14185 0.87871  -0.88
H: 1.86771 2.18786 1.10812  0.63
H: 3.67504 1.89890 2.78802  0.46
H: 3.19677 0.72884 4.94070  0.41
H: 0.90106 -0.14545 5.39810  0.44
H: -0.90365 0.17088 3.72746  0.52
H: -1.39438 3.50780 2.43311  0.41
H: -1.46328 5.91926 1.84037  0.40
H: -0.98123 6.63433 -0.50280  0.42
H: -0.48002 4.92456 -2.25127  0.46
H: -0.44133 2.52039 -1.67066  0.60
H: -1.55172 -1.25669 2.30197  0.84
H: -3.78737 -2.22135 2.83308  0.48
H: -5.85444 -1.03811 2.08790  0.40
H: -5.68509 1.11235 0.82003  0.43
H: -3.43773 2.08434 0.33269  0.41

The calculation puts the largest force on an atom at 4.533 eV/Å. As for the spin multiplicity: 1. Its orbital gap (spin up / spin down) is 5.72 / 5.75 eV. Its net charge is +1.

***

# C27H35IN4P2Pt

A structure of composition C27H35IN4P2Pt at a distorted geometry (wB97M-V/def2-TZVPD, the Open Molecules 2025 dataset).

Each line ends with the natural charge from an NBO analysis.
Atoms and positions in Å:
Pt: 0.02857 -0.00865 3.68310  0.09
C: -2.08693 1.91515 -4.83830  -0.17
C: -2.15743 0.70165 -4.27840  -0.18
C: -1.33473 -0.53465 -4.53090  -0.43
C: 0.01517 -0.35175 -5.25920  -0.45
C: 0.96467 0.56375 -4.52440  -0.21
C: 1.03507 1.89985 -4.55670  -0.16
C: 0.21267 2.89815 -5.32860  -0.44
C: -1.13753 2.41325 -5.90130  -0.45
C: 1.44837 0.55325 5.13910  -1.05
H: -2.78653 2.66285 -4.46400  0.20
H: -2.92483 0.56505 -3.51540  0.18
H: -1.94383 -1.26185 -5.09060  0.23
H: -1.14153 -1.00735 -3.55760  0.18
H: 0.48097 -1.34085 -5.34130  0.22
H: -0.15483 -0.01365 -6.28290  0.22
H: 1.66417 0.05745 -3.85890  0.19
H: 1.80217 2.35875 -3.93160  0.20
H: 0.82167 3.30355 -6.15190  0.23
H: 0.01987 3.75185 -4.66370  0.21
H: -1.60343 3.26525 -6.41050  0.23
H: -0.96803 1.65875 -6.67160  0.21
H: 1.06227 1.34875 5.80250  0.22
H: 2.38837 0.90805 4.66850  0.19
H: 1.68447 -0.34135 5.75290  0.21
P: 1.64527 -0.48005 2.10570  1.36
P: -1.43753 -0.69665 2.03800  1.34
N: 2.66957 0.81745 1.57970  -0.71
N: 2.87467 -1.69155 2.39760  -0.70
N: -2.06873 0.56955 1.02590  -0.71
N: -2.83253 -1.66485 2.40720  -0.72
C: 0.85477 -1.08115 0.51910  -0.77
C: -0.50403 -1.73985 0.81190  -0.75
C: 2.45687 2.15015 1.94990  -0.05
C: 3.31457 2.93745 1.20980  -0.26
C: 4.07507 2.07005 0.35640  -0.24
C: 3.65947 0.77475 0.59210  -0.10
C: 3.70547 -1.68315 3.51940  0.23
C: 4.31397 -2.91995 3.61260  -0.21
C: 3.82437 -3.72695 2.53450  -0.21
C: 2.93397 -2.95745 1.81030  0.19
C: -2.31613 1.85415 1.52290  -0.06
C: -2.81903 2.62505 0.49430  -0.26
C: -2.88593 1.79785 -0.67420  -0.22
C: -2.42343 0.54325 -0.32770  -0.12
C: -3.89793 -2.01155 1.57300  0.22
C: -4.66463 -2.95345 2.23190  -0.20
C: -4.05013 -3.20475 3.50290  -0.20
C: -2.92913 -2.40345 3.59100  0.21
H: 1.53677 -1.74885 -0.04000  0.25
H: 0.71427 -0.16325 -0.08520  0.29
H: -1.08093 -1.91495 -0.11420  0.26
H: -0.38083 -2.71855 1.31570  0.24
H: 1.70617 2.38655 2.70760  0.24
H: 3.40007 4.02395 1.27970  0.25
H: 4.85687 2.36725 -0.34680  0.25
H: 3.98627 -0.18155 0.17990  0.22
H: 3.79137 -0.78435 4.13200  0.27
H: 5.04707 -3.21195 4.36730  0.28
H: 4.10737 -4.75605 2.30580  0.28
H: 2.33887 -3.19755 0.92800  0.24
H: -2.09223 2.07795 2.56720  0.23
H: -3.10183 3.67835 0.56760  0.26
H: -3.23053 2.09605 -1.66820  0.26
H: -2.30993 -0.36115 -0.92470  0.22
H: -4.03013 -1.52365 0.60680  0.27
H: -5.58533 -3.40265 1.85110  0.28
H: -4.40573 -3.88725 4.27830  0.28
H: -2.18443 -2.26515 4.37650  0.27
I: -1.97073 0.59635 5.44280  0.15

The calculation puts the largest force on an atom at 3.215 eV/Å. As for the spin multiplicity: 5. Its orbital gap (spin up / spin down) is 4.92 / 2.76 eV. Its net charge is +2.

***

# C27H35IN4P2Zr

A structure of composition C27H35IN4P2Zr at a distorted geometry (wB97M-V/def2-TZVPD, the Open Molecules 2025 dataset).

Each line ends with the natural charge from an NBO analysis.
Atoms and positions in Å:
Zr: -0.45756 -1.29362 -5.28429  1.48
C: -0.50890 1.07038 -0.87707  -0.10
C: -1.12406 1.02706 -2.06125  -0.25
C: -0.93959 1.91876 -3.25480  -0.46
C: 0.29465 1.62332 -4.14998  -0.28
C: 1.68232 1.77102 -3.53484  -0.27
C: 1.89780 1.93712 -2.22809  -0.07
C: 1.14978 2.93620 -1.40620  -0.45
C: 0.27622 2.23410 -0.34258  -0.46
C: 1.15001 -1.72286 -3.78162  -1.22
H: -0.68204 0.28521 -0.13260  0.23
H: -1.81332 0.19405 -2.26775  0.20
H: -0.97277 2.98476 -2.99374  0.26
H: -1.82076 1.76672 -3.91024  0.21
H: 0.18334 0.52209 -4.50896  0.00
H: 0.26902 2.27234 -5.04667  0.25
H: 2.50077 1.59626 -4.26426  0.23
H: 2.67274 1.39392 -1.65243  0.22
H: 0.53453 3.56594 -2.06345  0.21
H: 1.88651 3.58761 -0.90223  0.26
H: 0.94007 1.88002 0.45878  0.23
H: -0.38303 2.97855 0.13072  0.25
H: 1.22026 -0.90307 -3.04404  0.28
H: 2.16129 -1.89708 -4.19182  0.26
H: 0.82335 -2.65156 -3.27810  0.28
P: 1.23036 -1.31373 -7.05675  1.10
P: -2.20059 -0.41570 -6.95640  1.14
N: 2.72108 -0.24857 -7.16005  -0.60
N: 2.18049 -2.66546 -7.89822  -0.59
N: -2.34194 1.23576 -7.59562  -0.66
N: -3.95936 -0.78562 -7.48344  -0.60
C: 0.20045 -0.76303 -8.51097  -0.73
C: -1.27760 -1.23208 -8.36745  -0.74
C: 3.81367 -0.38273 -6.29952  -0.09
C: 4.80727 0.50535 -6.70842  -0.23
C: 4.31026 1.20891 -7.85661  -0.23
C: 3.02206 0.71954 -8.11166  -0.09
C: 2.47170 -3.90184 -7.33441  -0.07
C: 3.04592 -4.71946 -8.30086  -0.26
C: 3.13510 -3.95381 -9.50750  -0.21
C: 2.62266 -2.69089 -9.21966  -0.10
C: -2.09054 2.39463 -6.85608  -0.08
C: -2.13464 3.48854 -7.70655  -0.25
C: -2.41862 2.99588 -9.02250  -0.24
C: -2.52056 1.62063 -8.93615  -0.08
C: -4.95826 -0.02018 -8.10918  -0.07
C: -5.90623 -0.87577 -8.68589  -0.26
C: -5.48943 -2.21487 -8.38761  -0.24
C: -4.30091 -2.12588 -7.67660  -0.12
H: 0.63297 -1.20134 -9.42528  0.31
H: 0.27676 0.33916 -8.58042  0.28
H: -1.85377 -1.04113 -9.28112  0.31
H: -1.33321 -2.32531 -8.21244  0.27
H: 3.76207 -1.05896 -5.46734  0.22
H: 5.76323 0.63425 -6.24214  0.25
H: 4.81688 1.96883 -8.41861  0.26
H: 2.28986 1.00408 -8.84514  0.22
H: 2.21872 -4.07397 -6.29628  0.22
H: 3.34004 -5.75731 -8.16965  0.26
H: 3.49308 -4.29175 -10.47424  0.26
H: 2.50617 -1.82362 -9.85262  0.22
H: -1.92689 2.31553 -5.79242  0.21
H: -2.00018 4.52514 -7.42155  0.25
H: -2.55179 3.59778 -9.91189  0.26
H: -2.70956 0.89682 -9.71789  0.23
H: -4.94385 1.06315 -8.10100  0.24
H: -6.78495 -0.58994 -9.25295  0.26
H: -6.00422 -3.13177 -8.64836  0.25
H: -3.66631 -2.90139 -7.27183  0.20
I: -1.96335 -3.46515 -4.65280  0.05

The calculation puts the largest force on an atom at 9.722 eV/Å. As for the spin multiplicity: 1. Its orbital gap is 4.01 eV. Its net charge is +2.

***

no.,electronic energy (eV)
1,-92529.854
2,-110512.023
3,-64431.587
4,-62464.182